Model a:
Molecular formula: C10H10N2
Method: DFT, ωB97M-V with the def2-TZVPD basis set

Summary:
M: 158.20 Da
Orbital gap (alpha / beta): 0.26843 / 0.25154 hartree
LUMO level (alpha / beta): 0.0021 / -0.0222 hartree
HOMO level (alpha / beta): -0.26635 / -0.27370 Eh

Structure (ORCA input):
```
! wB97M-V def2-TZVPD RIJCOSX def2/J DEFGRID3
* xyz 0 1
C -1.2063 2.4041 -0.2490
C 2.6799 0.6638 -0.8767
C 0.3876 0.6199 -1.7588
C -0.2358 0.2377 1.3190
C 3.1153 0.6946 0.3954
C 1.2336 0.4749 -0.7524
C 0.9310 0.4027 0.6384
C -1.9936 1.2195 -0.1473
C -1.5388 0.0701 0.6621
C -1.7817 -1.2685 -0.2535
N -0.4243 3.2467 -0.1638
N 2.0992 0.5387 1.2925
H 3.2857 0.6198 -1.8809
H 0.3729 0.2429 -2.7404
H -0.2335 0.0928 2.3763
H 4.1421 0.9606 0.7016
H -2.9982 1.0744 -0.5430
H -2.2432 -0.1062 1.5439
H -1.5948 -1.0017 -1.2035
H -2.6179 -1.8780 0.0423
H -0.9939 -2.0335 -0.1010
H 2.1870 1.0087 2.2228
*
```

=====

Model b:
Molecular formula: C10H10N2
Method: DFT, ωB97M-V with the def2-TZVPD basis set

Summary:
M: 158.20 Da
SMILES string: c1ccncc1.c1ccncc1
Orbital gap: 0.36951 hartree
LUMO level: 0.0242 hartree
HOMO level: -0.34527 Eh

Structure (ORCA input):
```
! wB97M-V def2-TZVPD RIJCOSX def2/J DEFGRID3
* xyz 0 1
C -2.7768 -1.0334 1.0241
C -2.3231 -2.3768 0.9314
C -1.3256 -2.9196 1.7252
C -0.8353 -2.0729 2.5851
C -1.1643 -0.6777 2.5965
C 1.1683 3.0835 -1.8150
C 0.5448 1.9527 -1.2214
C 1.1435 0.7232 -1.2457
C 2.3655 0.6983 -2.0179
C 2.9647 1.8451 -2.6218
H -3.7000 -0.6065 0.4365
H -2.6894 -2.8793 0.0341
H -1.0951 -4.0559 1.4059
H -0.0651 -2.4157 3.3494
H -0.6903 0.1300 3.2290
H 0.7399 4.1411 -1.7246
H -0.1167 2.0593 -0.4897
H 0.7987 -0.0152 -0.5036
H 2.7666 -0.3079 -2.1788
H 4.0379 1.7889 -3.0092
N -2.2210 -0.1673 1.9486
N 2.4728 3.1063 -2.4381
*
```

=====

Verdict on stability: model b comes out on top.

=====

Model a:
Molecular formula: C10H10N2
Method: DFT, ωB97M-V with the def2-TZVPD basis set

Summary:
M: 158.20 Da
SMILES string: Cc1cc(N)nc2ccccc12
Orbital gap: 0.32701 hartree
LUMO level: 0.0117 hartree
HOMO level: -0.31536 Eh

Structure (ORCA input):
```
! wB97M-V def2-TZVPD RIJCOSX def2/J DEFGRID3
* xyz 0 1
C -0.5216 2.8093 -0.0440
C -0.5961 1.3321 -0.0191
C -1.8335 0.7219 -0.0758
C -1.9617 -0.6669 -0.0096
C 0.3479 -0.8895 0.0127
C 1.5247 -1.7473 -0.0071
C 2.7624 -1.1947 -0.0776
C 2.9370 0.1974 0.0482
C 1.8405 1.0464 0.1168
C 0.5315 0.4819 0.0269
H -1.5343 3.1777 -0.1464
H 0.0088 3.2075 -0.9048
H -0.1252 3.3191 0.8773
H -2.7611 1.2773 -0.1625
H -3.8509 -1.0508 -0.7387
H -3.7358 -0.9694 0.8932
H 1.4028 -2.8091 -0.1740
H 3.5924 -1.8804 -0.2120
H 3.9150 0.6555 0.0723
H 1.9199 2.1554 0.1358
N -3.2605 -1.3509 0.0712
N -0.8850 -1.4529 0.0047
*
```

=====

Model b:
Molecular formula: C10H10N2
Method: DFT, ωB97M-V with the def2-TZVPD basis set

Summary:
M: 158.20 Da
SMILES string: c1ccncc1.c1ccncc1
Orbital gap: 0.38184 hartree
LUMO level: 0.0298 hartree
HOMO level: -0.35203 Eh

Structure (ORCA input):
```
! wB97M-V def2-TZVPD RIJCOSX def2/J DEFGRID3
* xyz 0 1
C -3.1222 -0.4908 -0.1056
C -4.1498 -1.3305 -0.1595
C -5.4782 -0.8334 0.0103
C -5.6350 0.5410 -0.0288
C -4.4704 1.3609 0.0090
C 4.4197 -1.3388 0.0869
C 5.5478 -0.5835 -0.0077
C 5.4221 0.7457 -0.0440
C 4.2695 1.4322 -0.1732
C 3.1516 0.5114 0.0812
H -2.1322 -0.8361 -0.1826
H -4.0498 -2.4469 -0.0673
H -6.2731 -1.5280 0.3050
H -6.5134 1.0761 0.2238
H -4.4891 2.4761 0.2379
H 4.3402 -2.4947 -0.1597
H 6.3867 -1.0133 -0.0608
H 6.4460 1.1829 -0.1250
H 4.2556 2.5121 -0.0179
H 2.1117 0.9830 0.0381
N -3.1564 0.8763 0.0331
N 3.1185 -0.8017 0.1069
*
```

=====

Model c:
Molecular formula: C10H10N2
Method: DFT, ωB97M-V with the def2-TZVPD basis set

Summary:
M: 158.20 Da
Orbital gap: 0.30661 hartree
LUMO level: -0.0007 hartree
HOMO level: -0.30735 Eh

Structure (ORCA input):
```
! wB97M-V def2-TZVPD RIJCOSX def2/J DEFGRID3
* xyz 0 1
C -2.0717 2.4837 -0.0964
C -2.9388 1.4747 0.2895
C -2.5441 0.1578 0.1768
C -1.2950 -0.1382 -0.2778
C -0.4128 0.9081 -0.5204
C 1.8795 -2.3410 -0.4333
C 0.7625 -1.7491 0.0113
C 0.8104 -0.3676 0.3693
C 2.0486 0.2229 0.2458
C 3.1420 -0.5460 -0.0320
H -2.3385 3.5312 0.0680
H -3.9892 1.6486 0.7281
H -3.2912 -0.6607 0.5821
H -0.8814 -1.1463 -0.3890
H 0.5694 0.6271 -0.7866
H 2.0167 -3.3059 -0.8339
H -0.0636 -2.3300 -0.0613
H -0.0808 0.0690 1.0146
H 2.1820 1.2098 0.6017
H 4.1304 -0.1179 0.0153
N -0.8060 2.1682 -0.3774
N 3.1714 -1.7983 -0.2944
*
```

=====

Verdict on stability: model a comes out on top.

=====

Model a:
Molecular formula: C3H12N2S
Method: DFT, ωB97M-V with the def2-TZVPD basis set

Summary:
M: 108.21 Da
SMILES string: CCS.NCN
Orbital gap: 0.35559 hartree
LUMO level: 0.0276 hartree
HOMO level: -0.32802 Eh

Structure (ORCA input):
```
! wB97M-V def2-TZVPD RIJCOSX def2/J DEFGRID3
* xyz 0 1
C 2.4081 -0.9406 0.4886
C 2.0437 0.5134 0.4071
S 0.9870 0.9131 1.8658
H 1.5404 -1.5967 0.5515
H 2.9963 -1.2765 -0.3548
H 3.0090 -1.1299 1.3669
H 1.5017 0.8351 -0.4759
H 2.9264 1.1512 0.4927
H 1.2630 2.2195 1.9408
N -2.6504 0.9226 -1.4145
C -1.6447 0.0293 -0.8170
N -2.2502 -1.1441 -0.2653
H -3.5361 0.6536 -1.0076
H -2.4479 1.8535 -1.0810
H -1.1720 0.5649 0.0030
H -0.8770 -0.2018 -1.5547
H -1.9275 -1.3707 0.6608
H -2.1699 -1.9957 -0.8065
*
```

=====

Model b:
Molecular formula: C3H12N2S
Method: DFT, ωB97M-V with the def2-TZVPD basis set

Summary:
M: 108.21 Da
SMILES string: CSC.NCN
Orbital gap: 0.34161 hartree
LUMO level: 0.0362 hartree
HOMO level: -0.30538 Eh

Structure (ORCA input):
```
! wB97M-V def2-TZVPD RIJCOSX def2/J DEFGRID3
* xyz 0 1
C -0.3138 1.1391 -3.6873
S 0.3164 1.0464 -2.0570
C 1.8552 0.1030 -2.3294
H -1.4431 0.8551 -3.6236
H 0.1367 0.5004 -4.4516
H -0.3638 2.1408 -4.0511
H 2.6702 0.7233 -2.2234
H 1.6744 -0.7560 -1.6995
H 1.8531 -0.2736 -3.2993
N -0.0855 -1.4143 2.5709
C -0.5165 -0.2985 3.5427
N -1.7625 0.2507 2.9572
H -0.7195 -2.2750 2.7484
H 0.9034 -1.5221 2.7513
H -0.6140 -0.7355 4.5232
H 0.3462 0.4452 3.7638
H -1.6254 0.5809 1.9770
H -2.3114 -0.5100 2.5875
*
```

=====

Verdict on stability: model a comes out on top.